Entry 1:
This record from the Open Molecules 2025 dataset describes a 10-piece molecular cluster, C28H82N6O10 overall. The level of theory is ωB97M-V/def2-TZVPD.

**Relative energy (zero: lowest compared OMol25 entry of this formula, charge and spin)**: 59.36 kcal per mole
**DFT total energy**: -2196.6902 a.u.
**M**: 663.00 g/mol
**Gap between HOMO and LUMO**: 9.6 eV
**SMILES**: COC[C@H](C)N.COC[C@H](C)N.COC[C@H](C)N.COC[C@H](C)N.COC[C@H](C)N.COC[C@H](C)N.CO.CO.CO.CO

CARTESIAN COORDINATES (ANGSTROEM)
C: 10.0115 -0.6876 -10.0067
O: 10.2676 -1.0237 -11.3522
C: 10.1291 -2.4564 -11.6018
C: 10.7761 -2.9960 -12.8979
C: 10.4629 -4.5267 -12.9760
N: 12.2818 -2.8706 -12.7483
H: 10.8034 -0.9604 -9.3092
H: 9.0390 -1.0312 -9.6543
H: 10.0298 0.3949 -9.8802
H: 10.5782 -2.9948 -10.7672
H: 9.0961 -2.8008 -11.5517
H: 10.3451 -2.4671 -13.7480
H: 10.5746 -4.9018 -13.9933
H: 9.3994 -4.6244 -12.7582
H: 11.0086 -5.2098 -12.3250
H: 12.4955 -1.8838 -12.7236
H: 12.6738 -3.1692 -13.6299
C: 3.4602 -0.6631 -16.2699
O: 4.6755 -1.0013 -15.5945
C: 5.9116 -0.6977 -16.2599
C: 7.0604 -1.1013 -15.3711
C: 7.2059 0.0110 -14.3537
N: 8.3566 -1.4145 -15.9909
H: 3.3421 0.3743 -16.5829
H: 2.6638 -0.7609 -15.5322
H: 3.1636 -1.3176 -17.0894
H: 5.9098 -1.1814 -17.2366
H: 5.9715 0.3552 -16.5357
H: 6.7497 -2.0283 -14.8891
H: 8.0148 -0.1789 -13.6481
H: 6.3631 0.1142 -13.6701
H: 7.3378 1.0046 -14.7819
H: 8.9058 -1.7927 -15.2323
H: 8.7428 -0.5595 -16.3648
C: 2.3806 2.4249 -12.9029
O: 1.4353 1.8388 -12.0220
C: 1.5490 0.4304 -12.0148
C: 0.3824 -0.0697 -11.1248
C: 0.3470 -1.5885 -10.8355
N: -0.8680 0.3527 -11.7029
H: 1.7390 2.9204 -13.6315
H: 3.0711 1.7830 -13.4500
H: 2.8491 3.3037 -12.4597
H: 1.4605 0.0203 -13.0208
H: 2.4961 0.1692 -11.5427
H: 0.5373 0.4371 -10.1723
H: 1.1645 -1.7636 -10.1361
H: 0.3017 -2.1782 -11.7511
H: -0.5144 -1.7292 -10.1825
H: -0.6510 1.2829 -12.0311
H: -0.9516 -0.1390 -12.5811
C: 5.8747 -1.0764 -10.7873
O: 5.7352 0.3146 -11.0369
C: 7.0399 1.0271 -10.8147
C: 6.9105 2.5463 -11.1626
C: 6.7353 2.8719 -12.6467
N: 8.0701 3.3103 -10.6432
H: 4.9132 -1.5748 -10.9103
H: 6.2938 -1.2932 -9.8047
H: 6.5758 -1.4874 -11.5137
H: 7.4048 0.9236 -9.7929
H: 7.8114 0.6040 -11.4580
H: 6.0215 2.9410 -10.6707
H: 7.6014 2.6654 -13.2754
H: 6.4821 3.9034 -12.8918
H: 5.9664 2.2245 -13.0684
H: 8.0146 3.2476 -9.6366
H: 7.8840 4.2898 -10.8049
C: 0.7297 -0.5382 -5.7473
O: 1.7941 -0.2666 -6.6350
C: 1.6295 0.8631 -7.4094
C: 2.8564 1.0448 -8.3203
C: 4.1046 1.2440 -7.5096
N: 2.7000 2.2591 -9.1372
H: -0.1892 -0.8133 -6.2650
H: 0.5722 0.2133 -4.9737
H: 1.0289 -1.4573 -5.2434
H: 0.7488 0.9600 -8.0443
H: 1.6006 1.7308 -6.7504
H: 2.9572 0.1578 -8.9458
H: 4.1195 0.4299 -6.7849
H: 4.2211 2.1172 -6.8675
H: 4.9276 1.1726 -8.2207
H: 3.5718 2.4312 -9.6173
H: 2.0054 2.0435 -9.8382
C: 8.2221 -0.0287 -6.8130
O: 8.4468 -1.4496 -7.0306
C: 7.2834 -2.2024 -6.7383
C: 7.6156 -3.6538 -7.1412
C: 7.8235 -3.9618 -8.6156
N: 6.5831 -4.6530 -6.7139
H: 7.9931 0.1509 -5.7625
H: 7.3914 0.2893 -7.4429
H: 9.1184 0.5197 -7.1026
H: 7.0197 -2.2072 -5.6806
H: 6.4320 -1.8572 -7.3248
H: 8.5356 -3.8397 -6.5871
H: 6.8924 -3.8694 -9.1747
H: 8.2741 -4.9463 -8.7408
H: 8.5643 -3.2670 -9.0112
H: 6.9156 -5.5454 -7.0502
H: 6.6636 -4.7365 -5.7106
C: 4.9335 4.2208 -15.7102
O: 4.4175 4.6848 -16.9178
H: 4.9860 5.0567 -15.0126
H: 4.3698 3.4069 -15.2543
H: 5.9531 3.8379 -15.7532
H: 4.3500 4.0432 -17.6287
C: 10.9139 3.1455 -9.1265
O: 10.9610 3.2907 -10.5142
H: 10.0194 2.5936 -8.8377
H: 11.7379 2.4758 -8.8804
H: 10.9668 4.0729 -8.5561
H: 10.0795 3.4308 -10.8676
C: 7.8976 6.9175 -11.5436
O: 8.1785 6.1286 -10.4167
H: 7.7580 6.2344 -12.3814
H: 6.9610 7.4421 -11.3547
H: 8.7497 7.5683 -11.7402
H: 8.4836 6.6814 -9.6936
C: 6.8159 4.2471 -7.6322
O: 7.8584 3.2835 -7.4564
H: 5.8954 4.0714 -7.0756
H: 7.2150 5.2212 -7.3495
H: 6.4776 4.3777 -8.6601
H: 7.9311 3.1850 -6.5042



Entry 2:
This record from the Open Molecules 2025 dataset describes a 10-piece molecular cluster, C28H82N6O10 overall. The level of theory is ωB97M-V/def2-TZVPD.

**Relative energy (zero: lowest compared OMol25 entry of this formula, charge and spin)**: 31.16 kcal per mole
**DFT total energy**: -2196.7352 a.u.
**M**: 663.00 g/mol
**Gap between HOMO and LUMO**: 9.5 eV
**SMILES**: COC[C@H](C)N.COC[C@H](C)N.COC[C@H](C)N.COC[C@H](C)N.COC[C@H](C)N.COC[C@H](C)N.CO.CO.CO.CO

CARTESIAN COORDINATES (ANGSTROEM)
C: -3.6513 -17.7340 6.4219
O: -3.0228 -18.4460 5.3573
C: -3.4973 -19.7786 5.2292
C: -2.9044 -20.4849 3.9721
C: -3.3882 -19.8672 2.6537
N: -3.1798 -21.9252 3.9447
H: -3.3066 -16.7092 6.4407
H: -3.3706 -18.1902 7.3633
H: -4.7313 -17.7299 6.2188
H: -3.1212 -20.3148 6.0986
H: -4.6093 -19.9036 5.2689
H: -1.8268 -20.3967 4.0458
H: -4.3821 -20.2787 2.3523
H: -2.6490 -20.1835 1.9221
H: -3.5213 -18.8276 2.7751
H: -2.8950 -22.3655 4.8092
H: -4.1833 -22.0058 4.0486
C: -3.0991 -28.8014 -0.1764
O: -1.9702 -28.5639 0.6482
C: -2.3141 -27.5783 1.6832
C: -1.0890 -27.5037 2.6142
C: -0.6434 -28.8855 3.0367
N: -1.3755 -26.7517 3.8398
H: -3.9950 -29.0183 0.4277
H: -2.9200 -29.6339 -0.8616
H: -3.3279 -27.8911 -0.7440
H: -2.5650 -26.6323 1.2746
H: -3.0859 -27.9864 2.3712
H: -0.3461 -26.9422 2.0387
H: -1.3281 -29.4198 3.7393
H: 0.2857 -28.8691 3.5583
H: -0.4950 -29.6034 2.2648
H: -1.5549 -25.7558 3.6467
H: -2.2578 -27.0793 4.2112
C: -5.9616 -23.6526 -1.0892
O: -5.6063 -24.4149 0.0349
C: -5.7586 -25.8449 -0.2216
C: -7.1547 -26.3879 -0.5378
C: -8.1779 -25.9071 0.4879
N: -6.9171 -27.8426 -0.7380
H: -5.4344 -22.7264 -0.9108
H: -7.0435 -23.5155 -1.1886
H: -5.5676 -24.1034 -1.9796
H: -5.0705 -26.0001 -1.0851
H: -5.3039 -26.3827 0.6361
H: -7.4452 -26.0200 -1.5202
H: -8.1622 -24.8195 0.4198
H: -7.9526 -26.1328 1.5690
H: -9.2191 -26.2259 0.2488
H: -7.7018 -28.1845 -1.2906
H: -6.8145 -28.4063 0.0747
C: 3.6765 -19.0613 -2.9850
O: 3.6665 -20.4992 -2.7917
C: 2.4191 -21.0845 -2.8837
C: 2.4599 -22.3376 -2.0255
C: 1.0919 -23.0220 -2.1760
N: 2.5693 -21.9000 -0.6520
H: 4.6555 -18.7316 -2.6512
H: 2.8108 -18.6151 -2.5619
H: 3.6237 -18.8714 -4.0741
H: 1.6061 -20.4379 -2.4434
H: 2.1937 -21.3082 -3.9481
H: 3.2859 -22.9361 -2.4349
H: 0.3187 -22.2096 -2.0298
H: 0.9362 -23.7867 -1.4555
H: 0.8357 -23.3632 -3.1850
H: 2.6006 -22.6419 0.0093
H: 3.3719 -21.2934 -0.4709
C: 1.8044 -24.4182 2.0316
O: 3.1780 -24.3946 1.4698
C: 3.8731 -25.5926 1.5868
C: 5.3241 -25.5021 1.1544
C: 5.5021 -25.0341 -0.2896
N: 5.8984 -26.8532 1.3444
H: 1.2837 -25.3569 1.8119
H: 1.1974 -23.6644 1.5583
H: 1.8239 -24.3154 3.1112
H: 3.7918 -25.8990 2.6408
H: 3.3319 -26.3828 1.0217
H: 5.8898 -24.8307 1.8160
H: 4.7376 -25.4743 -0.9176
H: 6.5250 -25.2330 -0.6772
H: 5.3823 -23.9705 -0.3594
H: 5.4707 -27.2991 2.1097
H: 6.8878 -26.8198 1.3693
C: -6.8361 -21.5539 2.9741
O: -6.3926 -22.6356 3.7932
C: -6.7353 -23.8609 3.1226
C: -5.9338 -25.0934 3.6751
C: -6.1026 -25.2953 5.1840
N: -4.5102 -25.0325 3.4254
H: -6.4200 -21.5498 1.9949
H: -6.5882 -20.6238 3.5575
H: -7.8987 -21.6543 2.8780
H: -7.8187 -23.9524 3.2187
H: -6.5670 -23.7309 2.0793
H: -6.3995 -25.9307 3.1372
H: -7.1454 -25.2329 5.4250
H: -5.6971 -24.3719 5.6151
H: -5.5519 -26.1447 5.5501
H: -4.0627 -24.4667 4.0991
H: -4.2401 -24.7885 2.5131
C: -3.5234 -20.9792 -2.3036
O: -3.6041 -20.6628 -0.8988
H: -4.2632 -21.7726 -2.4767
H: -3.7689 -20.1235 -2.9019
H: -2.5553 -21.3765 -2.6045
H: -3.0428 -19.9172 -0.7162
C: 0.9197 -20.3194 2.1227
O: 0.4137 -20.1858 0.8219
H: 0.4202 -19.5629 2.7616
H: 0.6517 -21.2704 2.6145
H: 2.0065 -20.1936 2.2084
H: 0.8419 -20.8672 0.2934
C: 1.1015 -27.0591 -0.7712
O: -0.2118 -26.4999 -0.8102
H: 1.3663 -27.5074 -1.7454
H: 1.8209 -26.3185 -0.4515
H: 1.1637 -27.8905 -0.0585
H: -0.8285 -27.0729 -0.3338
C: -1.6015 -23.4399 1.0929
O: -1.4077 -23.6089 2.4684
H: -1.0461 -24.2539 0.5844
H: -2.6639 -23.4199 0.7999
H: -1.2867 -22.4599 0.7451
H: -2.0300 -22.9874 2.9287



Entry 3:
This record from the Open Molecules 2025 dataset describes a 9-piece molecular cluster, C28H84Br3N7O7 overall. The level of theory is ωB97M-V/def2-TZVPD.

**DFT total energy**: -9747.8130 a.u.
**M**: 870.73 g/mol
**Gap between HOMO and LUMO**: 2.9 eV
**Net charge**: +4

CARTESIAN COORDINATES (ANGSTROEM)
C: 11.7584 22.9590 15.8094
C: 12.0124 21.4615 15.7483
C: 12.0613 21.0717 14.2715
O: 12.9224 21.9309 13.6007
C: 12.2736 22.8960 12.6228
N: 13.4227 21.0739 16.2999
H: 14.2261 21.3082 15.6752
H: 13.5360 21.5153 17.2639
H: 13.4331 20.0429 16.3962
H: 10.9067 23.2520 15.1964
H: 12.6066 23.5105 15.4311
H: 11.5264 23.2985 16.8392
H: 11.2946 20.9797 16.3639
H: 11.0305 21.1182 13.9494
H: 12.4155 20.0255 14.1693
H: 11.5354 23.4406 13.1500
H: 11.8379 22.3009 11.8232
H: 13.1764 23.5715 12.5160
C: 24.3794 15.6440 22.0652
C: 23.4241 14.6655 21.3740
C: 22.6913 13.6635 22.3111
O: 21.7177 12.9799 21.5391
C: 21.2259 11.8164 22.2069
N: 22.2336 15.5264 20.8963
H: 21.3403 14.9961 20.6675
H: 21.9098 16.1495 21.6399
H: 22.5843 16.0735 20.0814
H: 25.1412 15.0993 22.6327
H: 23.8994 16.2822 22.8193
H: 24.8514 16.3277 21.3643
H: 23.7825 14.1528 20.4940
H: 22.1771 14.2014 23.0782
H: 23.4114 12.9674 22.7746
H: 20.2019 11.6231 21.8569
H: 21.2490 11.9355 23.2971
H: 21.8726 10.9074 22.0367
C: 12.9205 8.3228 12.1876
C: 13.2302 7.2178 13.1867
C: 12.5003 7.3881 14.5302
O: 11.1371 7.1346 14.1952
C: 10.2318 7.6760 15.2085
N: 12.9111 5.7989 12.5666
H: 13.3274 4.9821 13.0606
H: 11.8940 5.6645 12.6521
H: 13.2284 5.7642 11.6203
H: 13.5987 9.2274 12.3973
H: 11.8757 8.5212 12.2656
H: 13.1259 8.0096 11.1337
H: 14.2540 7.1998 13.4840
H: 12.7681 8.3773 14.7342
H: 12.7435 6.7113 15.4054
H: 9.1805 7.5525 14.9594
H: 10.4753 8.7301 15.4550
H: 10.3843 7.2145 16.1519
C: 17.4943 15.4854 10.7684
C: 16.9227 14.4240 9.8158
C: 17.4290 14.4413 8.3750
O: 16.5504 13.6087 7.7699
C: 16.9602 12.8990 6.6034
N: 17.1159 13.0760 10.4196
H: 16.5861 12.9127 11.3096
H: 16.6877 12.4276 9.7678
H: 18.1545 13.0183 10.5085
H: 18.4110 15.9371 10.3490
H: 17.8044 15.0520 11.7328
H: 16.7109 16.1915 10.9559
H: 15.8543 14.5014 9.6101
H: 18.4721 14.1316 8.4403
H: 17.3570 15.4055 7.9073
H: 17.8463 12.3262 6.7560
H: 17.0865 13.6305 5.7547
H: 16.1561 12.2164 6.3103
C: 10.0876 17.1652 20.8521
C: 8.8739 17.9751 21.2257
C: 7.8445 18.1943 20.1059
O: 6.5630 18.0128 20.5657
C: 5.5458 17.9419 19.5506
N: 8.2030 17.3111 22.3825
H: 8.0719 16.3191 22.1517
H: 8.7889 17.2294 23.2089
H: 7.3098 17.7150 22.6330
H: 10.6860 17.5058 19.9488
H: 9.9374 16.0801 20.6542
H: 10.8409 17.1032 21.6262
H: 9.1497 18.9505 21.5867
H: 8.0550 17.4882 19.3181
H: 7.9332 19.2072 19.7594
H: 5.6649 17.0018 19.0346
H: 5.5354 18.8102 18.9249
H: 4.6450 17.8973 20.1615
C: 14.0765 12.8075 16.4998
C: 13.0579 12.9267 15.3238
C: 11.5259 12.9065 15.6279
O: 10.8662 14.0381 15.1239
C: 9.5021 13.9698 15.5917
N: 13.4895 14.2016 14.5146
H: 13.8076 14.9409 15.1647
H: 14.2929 13.9039 13.9501
H: 12.6137 14.6210 14.0325
H: 14.1515 13.7126 17.1216
H: 15.0499 12.6037 16.0882
H: 13.6851 11.9556 17.1099
H: 13.2516 12.0816 14.6680
H: 11.2916 12.7947 16.6790
H: 11.1574 12.0439 15.0523
H: 9.0466 14.6690 14.9193
H: 9.5772 14.3014 16.6685
H: 9.0611 12.9553 15.5389
C: 9.8662 12.1461 4.6874
C: 8.4856 11.6196 4.2467
C: 7.6857 10.9671 5.2970
O: 6.5433 10.5169 4.6430
C: 5.5352 9.9608 5.5635
N: 7.6133 12.7531 3.5660
H: 6.6749 12.3214 3.6410
H: 7.7512 13.5768 4.1669
H: 7.9098 12.9402 2.5698
H: 10.5713 12.1651 3.8574
H: 10.2501 11.4209 5.4128
H: 9.9856 13.1723 5.0614
H: 8.7043 10.8846 3.5368
H: 7.4130 11.6108 6.1259
H: 8.3611 10.1982 5.6974
H: 5.7478 10.3253 6.5803
H: 5.5417 8.8686 5.5835
H: 4.5823 10.2569 5.2065
Br: 14.8550 12.1231 12.6001
Br: 12.3954 16.8682 17.5684
Br: 11.7453 17.7728 15.0841



Which of these has the lowest DFT total energy? C28H84Br3N7O7